# 1
The following is a DFT calculation (ωB97M-V/def2-TZVPD) of 8 unconnected molecules or ions with the total composition C11H35O13 in a non-equilibrium geometry.

Geometry as XYZ:
```
59
Properties=species:S:1:pos:R:3
O 0.5814 -0.4670 -1.3073
C -0.0096 -0.6742 -0.1362
O 0.1756 0.0228 0.9057
O -0.7275 -1.6856 -0.1467
H 0.2149 -1.2925 -1.6327
C -3.7982 -3.7348 0.3809
O -2.7871 -3.2895 1.2294
H -4.3090 -2.8457 0.0112
H -3.5007 -4.3089 -0.4967
H -4.4698 -4.3976 0.9266
H -2.1848 -2.7916 0.6718
C -2.0955 -0.6984 -4.0814
O -3.2389 -1.3664 -3.6392
H -1.6288 -1.1211 -4.9712
H -2.3832 0.3370 -4.2636
H -1.4136 -0.6998 -3.2310
H -3.3073 -1.3266 -2.6824
C 0.7687 -3.1169 -3.7834
O 1.0486 -2.7626 -5.1299
H -0.0493 -2.4774 -3.4518
H 0.3429 -4.1106 -3.6439
H 1.5619 -2.9368 -3.0578
H 1.9692 -2.8864 -5.3722
C 0.1392 1.9548 -3.3413
O -0.5103 1.9562 -2.0601
H -0.5114 2.4082 -4.0891
H 1.0752 2.5097 -3.4068
H 0.3008 0.8979 -3.5530
H -0.2553 1.1967 -1.5312
C -0.3960 -2.2709 3.4684
C 0.1300 -1.4742 4.7270
O 1.2323 -2.1580 5.2007
O 0.6052 -2.7103 2.5657
H -1.1762 -1.6891 2.9776
H -0.9004 -3.1576 3.8525
H -0.6130 -1.5986 5.5148
H 0.3234 -0.4233 4.5116
H 1.6661 -2.4496 4.3954
H 0.4209 -2.2577 1.7394
C 3.2085 2.2860 0.4945
C 3.1682 2.7140 -1.0347
O 4.3256 2.3549 -1.7001
O 2.9996 0.9436 0.7256
H 2.4572 2.8070 1.0879
H 4.1723 2.5682 0.9182
H 3.0334 3.7956 -1.0406
H 2.3187 2.3087 -1.5844
H 4.0803 2.7621 -2.5341
H 2.0462 0.8768 0.8168
C -0.5791 4.3672 3.1556
C -0.0403 3.0919 2.4439
O -0.8150 1.9727 2.7042
O -0.6640 4.3012 4.5598
H -1.5728 4.6126 2.7809
H 0.2056 5.1085 3.0049
H 0.9768 2.9370 2.8041
H -0.0591 3.3592 1.3874
H -0.4668 1.2622 2.1605
H -1.0854 3.4672 4.7799
```

Properties
Charge   -1
Frontier orbital gap   9.2964 eV


# 2
The following is a DFT calculation (ωB97M-V/def2-TZVPD) of 7 unconnected molecules or ions with the total composition C11H36N4O7 in a non-equilibrium geometry.

Geometry as XYZ:
```
58
Properties=species:S:1:pos:R:3
N 1.0480 -0.2238 4.4248
C 2.1337 0.2566 3.7590
N 3.2717 -0.4573 3.9956
O 2.1902 1.3086 3.0999
H 1.0760 -1.1929 4.7502
H 0.0682 0.0733 4.2020
H 3.2280 -1.3431 4.5691
H 4.0499 -0.1064 3.5280
N 2.0304 -0.7268 -3.1530
C 2.9233 0.2769 -3.4537
N 3.2902 0.3407 -4.8642
O 3.4768 1.0119 -2.6872
H 1.9742 -1.5305 -3.7883
H 1.8271 -0.8617 -2.1270
H 2.4182 0.2298 -5.4274
H 3.6929 1.2224 -5.0460
C -1.0713 2.3070 -1.6612
C -2.1164 1.1661 -1.8452
C -1.9395 0.4690 -3.1971
O -2.1050 0.0971 -0.9351
H -1.0751 2.7641 -0.6543
H -1.1605 3.1432 -2.3304
H -0.0941 1.8910 -1.8557
H -3.1076 1.6438 -1.8200
H -1.9925 1.1666 -4.0326
H -2.7789 -0.1789 -3.2024
H -1.0161 -0.0367 -3.1063
H -2.0143 0.4355 -0.0510
C -1.3875 -3.2197 -0.4822
C -2.8783 -3.2351 -0.2067
C -3.1341 -2.6391 1.1674
O -3.6982 -2.6446 -1.2445
H -0.8278 -3.7105 0.3636
H -1.0179 -2.1837 -0.3147
H -1.0169 -3.6852 -1.4040
H -3.2381 -4.2048 -0.0803
H -2.9549 -1.5534 1.0661
H -2.4460 -3.1315 1.8433
H -4.1978 -2.7247 1.5650
H -3.2731 -1.8319 -1.5563
C 2.0883 2.3519 -0.0103
O 0.9652 1.6840 0.7299
H 2.8839 1.6364 -0.2453
H 1.7136 2.6103 -0.9481
H 2.4386 3.2385 0.4857
H 1.3634 1.4811 1.6237
C -1.9384 2.8669 3.0743
O -1.3351 1.6802 2.5012
H -2.6015 3.3063 2.3099
H -2.5605 2.5501 3.9156
H -1.1759 3.5913 3.4314
H -0.6153 1.9895 1.9911
C 2.0039 -1.4500 0.6689
O 0.9212 -0.9492 -0.0619
H 2.2807 -0.7786 1.5124
H 1.7472 -2.5054 1.0321
H 2.8757 -1.6394 0.0079
H 0.7882 -0.0450 0.1744
```

Properties
Charge   0
Relative energy (zero: lowest compared OMol25 entry of this formula, charge and spin)   2.110 eV
Structure (SMILES)   NC(N)=O.NC(N)=O.CC(C)O.CC(C)O.CO.CO.CO
Frontier orbital gap   9.8530 eV